DFT (the ωB97M-V functional and the def2-TZVPD basis) results for a 12-piece molecular cluster, C32H80N2O15S7 overall.

Its total energy is -5292.30894 a.u. Its strongest force on any atom is 4.234 eV/Å. The calculation puts the frontier orbital gap at 0.3136 Ha. The value obtained for the molar mass is 957.460 g/mol. The HOMO energy comes out at -8.42 eV.

Positions of all 136 atoms, in Å:
S 5.21 0.30 -1.00
S -1.37 1.81 -4.17
S 0.89 4.12 4.82
S 2.41 4.36 -3.69
S 0.52 0.56 0.85
S -2.31 -0.04 4.89
S -4.22 -3.79 0.49
O -0.62 1.07 1.76
O -2.68 -4.68 -2.25
O 3.43 6.21 0.79
O -2.37 0.83 -3.57
O 1.40 7.24 0.80
O 1.29 4.70 -2.78
O 0.11 -3.84 3.18
O 4.94 1.82 -0.90
O -3.67 0.38 5.32
O -0.65 -5.73 2.19
O 3.22 -0.65 -3.88
O 2.24 4.80 4.52
O -5.38 5.62 0.37
O -1.04 -5.42 -3.74
O -2.92 -3.03 0.76
N 2.45 -2.73 -3.66
N -3.89 3.92 0.98
C -2.18 -3.38 -2.23
C 3.92 5.18 -2.98
C -2.04 3.49 -4.10
C 2.06 -3.92 -4.34
C -0.14 -1.08 0.24
C -2.79 4.48 0.12
C -1.89 -4.65 3.94
C 2.31 4.00 1.14
C 2.54 7.20 1.15
C 6.98 0.00 -0.68
C -2.12 -5.57 -3.12
C 0.50 -6.03 1.38
C 0.21 1.52 -0.74
C 3.03 8.04 2.22
C -1.40 1.51 -5.91
C -0.72 -4.70 3.08
C 4.35 -0.58 0.36
C -1.71 -1.54 5.84
C 2.95 -1.70 -4.40
C 2.67 2.53 -3.44
C 0.77 -5.05 0.19
C 1.28 3.28 6.43
C 2.79 -2.72 -2.23
C -2.78 -6.90 -3.27
C 2.96 5.05 0.18
C -3.69 2.49 1.35
C -2.46 -0.99 3.33
C -2.62 -2.57 -3.46
C -3.82 -5.49 0.98
C -5.20 -3.42 2.01
C 0.81 2.49 3.95
C -5.12 4.60 1.00
H -1.86 3.82 -5.13
H -1.52 -1.25 6.87
H 4.54 -0.08 1.31
H -1.43 -1.20 3.04
H 1.05 3.91 7.29
H -3.16 -1.83 3.37
H -2.67 4.12 -0.91
H -3.55 -6.10 0.11
H 1.42 -3.63 -5.17
H 0.13 2.52 3.10
H 4.65 -1.63 0.33
H -2.34 -2.42 5.83
H -6.09 -4.05 2.08
H 2.43 5.30 -0.74
H -3.06 3.49 -3.71
H -2.96 2.00 0.72
H 1.46 -4.57 -3.70
H 3.86 4.54 -0.15
H -1.10 -3.34 -2.13
H 1.41 4.39 1.62
H -4.50 -3.58 2.83
H -1.46 4.05 -3.37
H -2.19 -7.78 -3.00
H -2.65 -3.88 3.99
H 7.21 -1.01 -0.34
H -0.74 -1.90 5.48
H 2.40 2.27 -2.42
H 7.55 0.15 -1.59
H 3.02 7.52 3.18
H -3.35 2.31 2.37
H 2.97 -4.48 -4.54
H 4.58 5.53 -3.77
H -2.52 -1.49 -3.35
H -5.79 4.15 1.74
H 2.13 2.01 -4.24
H 4.09 8.15 1.97
H -1.97 -2.93 -4.26
H -4.73 -5.91 1.41
H 1.66 -5.25 -0.41
H -0.07 -4.68 -0.39
H 1.76 1.98 3.83
H 3.63 -3.42 -2.24
H 0.51 -1.36 -0.58
H 0.40 -7.07 1.08
H 2.96 3.97 2.02
H 0.28 2.60 -0.57
H 3.69 2.16 -3.56
H 2.44 8.90 2.54
H -1.84 4.45 0.65
H -4.67 2.02 1.31
H -2.94 -7.25 -4.29
H 3.29 -0.73 0.16
H 2.22 3.05 0.60
H -1.59 -4.76 4.99
H 3.78 6.08 -2.38
H 0.55 2.50 6.66
H 1.40 -6.04 2.00
H -3.00 5.54 -0.04
H 7.31 0.68 0.11
H -2.59 -2.66 -1.52
H -0.85 0.58 -6.06
H -1.19 -0.90 -0.02
H -3.17 -5.45 1.85
H -2.94 -0.29 2.65
H 0.16 1.80 4.50
H -0.87 2.31 -6.43
H -2.52 -5.54 3.84
H 0.97 1.14 -1.43
H 2.88 -1.96 -5.46
H 1.96 -3.15 -1.68
H 3.09 -1.73 -1.89
H 1.03 -4.06 0.59
H -3.69 -6.85 -2.67
H -2.43 1.31 -6.22
H 4.49 4.42 -2.45
H -0.79 1.30 -1.11
H 2.27 2.85 6.60
H -5.56 -2.39 1.92
H -3.65 -2.82 -3.71
H -0.07 -1.83 1.03

Atomic partial charges in e from the Mulliken method, atoms 1 to 4: 0.665 0.851 0.499 0.348